{"formula": "C36H78BBr2F3N3O10", "method": "ωB97M-V/def2-TZVPD", "e_homo_ev": -10.64, "max_force_ev_per_a": 2.30, "orbital_gap_ha": 0.305, "total_energy_ev": -212447.511, "e_lumo_ev": -2.336, "charge": 1, "symbols": ["C", "C", "C", "C", "C", "C", "N", "N", "C", "C", "C", "C", "O", "C", "F", "F", "F", "C", "Br", "C", "C", "Br", "C", "N", "O", "C", "O", "B", "O", "O", "H", "H", "H", "H", "H", "H", "H", "H", "H", "H", "H", "H", "H", "H", "H", "H", "H", "H", "H", "H", "H", "H", "H", "H", "H", "H", "H", "H", "C", "C", "O", "C", "C", "H", "H", "H", "H", "H", "H", "H", "H", "H", "H", "C", "C", "O", "C", "C", "H", "H", "H", "H", "H", "H", "H", "H", "H", "H", "C", "C", "O", "C", "C", "H", "H", "H", "H", "H", "H", "H", "H", "H", "H", "C", "C", "O", "C", "C", "H", "H", "H", "H", "H", "H", "H", "H", "H", "H", "C", "C", "O", "C", "C", "H", "H", "H", "H", "H", "H", "H", "H", "H", "H"], "coordinates": [[0.392, 5.267, 4.763], [0.426, 4.426, 3.937], [0.419, 3.331, 2.971], [-0.968, 2.677, 2.959], [-1.075, 1.353, 2.179], [0.039, 0.333, 2.383], [-0.134, -0.525, 3.630], [-0.806, 0.058, 4.730], [-0.175, 1.032, 5.587], [-1.250, 1.648, 6.493], [1.066, -1.398, 3.945], [2.195, -0.731, 4.716], [2.328, 0.634, 4.252], [3.576, 1.162, 4.397], [4.150, 0.805, 5.564], [3.471, 2.506, 4.342], [4.385, 0.750, 3.390], [0.644, -2.777, 4.554], [2.059, -3.617, 5.599], [-0.589, -2.899, 5.466], [-0.644, -2.103, 6.774], [-2.246, -2.805, 4.446], [1.725, -1.698, 2.532], [2.542, -2.870, 2.574], [0.728, -1.859, 1.547], [0.107, -0.650, 1.186], [0.952, -0.050, 0.212], [-1.309, -1.083, 0.528], [-2.444, -1.194, 1.288], [-1.345, -1.432, -0.785], [0.593, 5.878, 5.611], [0.648, 3.710, 1.979], [1.195, 2.649, 3.302], [-1.620, 3.374, 2.436], [-1.399, 2.612, 3.950], [-1.077, 1.646, 1.131], [-2.023, 0.897, 2.441], [0.988, 0.848, 2.384], [-0.820, -1.225, 3.294], [-1.796, 0.129, 4.575], [0.562, 0.578, 6.241], [0.336, 1.845, 5.083], [-2.243, 1.532, 6.063], [-1.242, 1.210, 7.483], [-1.089, 2.717, 6.572], [3.114, -1.250, 4.471], [2.065, -0.711, 5.789], [0.434, -3.415, 3.705], [-0.560, -3.928, 5.796], [-1.356, -1.296, 6.705], [0.338, -1.760, 7.079], [-1.004, -2.758, 7.560], [2.388, -0.870, 2.289], [2.109, -3.620, 2.049], [3.428, -2.688, 2.125], [0.576, 0.806, -0.021], [-3.186, -0.829, 0.792], [-0.931, -0.801, -1.382], [3.378, 0.861, -4.165], [4.272, -0.341, -3.918], [5.312, -0.094, -2.991], [4.882, 0.325, -1.715], [3.958, -0.659, -1.020], [3.971, 1.732, -4.448], [2.668, 0.644, -4.962], [2.804, 1.127, -3.275], [4.765, -0.644, -4.841], [3.665, -1.194, -3.591], [4.394, 1.305, -1.782], [5.790, 0.469, -1.128], [3.004, -0.743, -1.540], [3.749, -0.318, -0.004], [4.403, -1.655, -0.976], [-3.243, -6.270, 3.238], [-4.210, -7.264, 3.860], [-5.252, -6.655, 4.597], [-6.114, -5.805, 3.864], [-6.863, -6.503, 2.742], [-2.874, -5.579, 3.996], [-2.396, -6.793, 2.792], [-3.717, -5.677, 2.453], [-3.678, -7.890, 4.575], [-4.617, -7.936, 3.096], [-5.561, -4.939, 3.477], [-6.826, -5.420, 4.593], [-6.194, -6.827, 1.944], [-7.597, -5.826, 2.303], [-7.381, -7.384, 3.121], [0.424, 2.141, -5.978], [-0.393, 1.485, -4.876], [-0.583, 2.290, -3.724], [-1.282, 3.508, -3.934], [-2.697, 3.322, -4.453], [1.367, 2.514, -5.579], [0.635, 1.416, -6.765], [-0.096, 2.983, -6.438], [0.135, 0.599, -4.518], [-1.357, 1.141, -5.266], [-0.711, 4.169, -4.593], [-1.314, 3.993, -2.958], [-2.707, 2.920, -5.468], [-3.221, 4.277, -4.471], [-3.256, 2.632, -3.819], [7.212, 2.852, -7.765], [8.074, 1.639, -7.457], [9.093, 1.884, -6.508], [8.655, 2.289, -5.225], [7.778, 1.267, -4.521], [7.835, 3.702, -8.044], [6.532, 2.630, -8.589], [6.607, 3.151, -6.907], [8.593, 1.323, -8.362], [7.450, 0.794, -7.141], [8.146, 3.259, -5.281], [9.566, 2.448, -4.647], [6.817, 1.143, -5.021], [7.575, 1.579, -3.498], [8.267, 0.292, -4.499], [-5.875, 0.154, -4.634], [-6.042, 0.898, -3.320], [-6.146, 2.300, -3.463], [-7.250, 2.767, -4.221], [-8.601, 2.394, -3.635], [-5.046, 0.572, -5.206], [-5.677, -0.902, -4.447], [-6.771, 0.217, -5.253], [-5.159, 0.737, -2.699], [-6.898, 0.503, -2.759], [-7.172, 2.427, -5.260], [-7.148, 3.852, -4.238], [-8.782, 1.319, -3.679], [-9.398, 2.886, -4.191], [-8.661, 2.700, -2.590]], "forces_ev_per_angstrom": [[0.499, 1.230, 1.880], [-0.066, -1.404, -1.641], [-0.466, 0.233, 0.438], [-0.117, 0.075, -0.651], [0.268, 0.413, 1.084], [0.111, 0.038, -0.696], [-0.715, 0.141, -0.263], [0.677, -0.540, 0.379], [-0.161, 0.785, 0.655], [0.007, 0.002, -0.370], [1.020, -0.729, -0.586], [-0.057, 0.832, 0.065], [0.370, 0.103, 0.180], [0.133, 0.428, -0.087], [-0.311, 0.279, -0.727], [0.135, -1.192, 0.025], [-0.337, 0.249, 0.640], [-0.755, 0.602, 0.171], [0.043, 0.051, -0.092], [0.461, -0.210, 0.799], [-0.474, -0.200, -0.158], [-0.099, 0.178, -0.149], [0.422, -0.145, -0.060], [0.018, 0.106, -0.206], [-0.330, 0.067, 0.385], [-0.179, 0.218, -0.220], [-0.167, -0.001, 0.038], [0.099, -0.574, -0.360], [0.484, 0.552, 0.355], [-0.660, 0.765, 0.060], [-0.325, 0.319, -0.131], [0.233, -0.072, -0.150], [0.170, -0.184, -0.225], [-0.186, 0.107, 0.025], [0.189, -0.157, 0.276], [-0.095, -0.339, -0.304], [-0.262, -0.055, -0.379], [0.240, -0.086, 0.477], [-0.151, -0.063, 0.229], [-0.080, 0.084, -0.230], [0.102, -0.303, -0.066], [-0.009, -0.077, -0.410], [-0.186, -0.081, 0.020], [-0.109, -0.093, 0.160], [0.103, 0.147, 0.159], [0.039, -0.379, 0.100], [-0.061, -0.162, 0.174], [0.216, -0.311, -0.043], [-0.138, -0.315, -0.394], [0.119, 0.354, 0.041], [0.158, 0.207, -0.037], [-0.005, -0.127, 0.123], [-0.180, 0.353, -0.082], [-0.130, -0.132, 0.155], [0.113, -0.023, -0.032], [0.155, 0.164, -0.188], [-0.388, -0.587, -0.087], [0.558, -0.368, -0.164], [0.023, 0.065, 0.091], [-0.127, -0.069, -0.065], [0.042, -0.098, 0.017], [0.018, 0.134, 0.130], [-0.042, -0.087, -0.054], [0.005, -0.011, -0.061], [0.035, -0.027, -0.039], [-0.066, -0.009, -0.045], [0.073, 0.049, 0.022], [0.006, -0.017, -0.016], [-0.001, 0.006, 0.035], [0.041, -0.054, -0.056], [-0.049, -0.002, 0.091], [0.003, 0.016, 0.005], [0.071, 0.024, 0.004], [-0.096, 0.060, -0.058], [0.081, -0.078, -0.062], [0.017, 0.020, 0.135], [-0.104, 0.058, -0.055], [0.126, -0.076, -0.044], [0.029, -0.077, 0.024], [0.000, -0.028, 0.013], [0.028, -0.025, -0.037], [-0.048, 0.008, 0.058], [0.001, 0.035, -0.034], [0.006, -0.018, -0.037], [0.032, -0.033, 0.058], [-0.012, 0.036, -0.024], [-0.018, 0.011, 0.019], [-0.041, 0.022, 0.023], [-0.071, 0.170, 0.105], [0.026, -0.127, -0.158], [0.083, -0.079, 0.198], [-0.109, 0.154, -0.039], [0.060, -0.168, -0.087], [0.029, -0.027, -0.020], [0.015, -0.021, 0.011], [-0.057, -0.038, -0.010], [0.003, 0.010, 0.048], [-0.006, 0.039, -0.016], [-0.001, -0.035, -0.033], [0.046, -0.044, 0.037], [-0.006, 0.058, -0.020], [-0.008, 0.011, 0.028], [-0.052, 0.061, 0.039], [-0.005, 0.043, 0.140], [-0.082, -0.028, -0.089], [0.117, -0.005, -0.028], [-0.027, 0.022, 0.137], [-0.003, 0.014, -0.185], [0.010, -0.012, -0.047], [0.013, -0.011, -0.022], [-0.034, -0.023, -0.018], [0.065, 0.000, 0.026], [-0.028, 0.026, 0.014], [-0.035, -0.016, -0.003], [0.049, -0.014, -0.063], [-0.037, 0.026, 0.052], [0.000, 0.005, 0.014], [0.022, 0.001, 0.046], [-0.071, 0.078, -0.058], [-0.010, -0.124, -0.029], [0.153, 0.095, 0.100], [-0.138, 0.061, -0.082], [0.062, -0.147, 0.051], [0.034, -0.018, 0.023], [0.012, -0.005, 0.013], [-0.014, -0.042, 0.016], [0.020, 0.066, 0.017], [-0.019, -0.016, -0.037], [-0.018, -0.036, 0.012], [0.073, 0.000, 0.037], [-0.029, 0.008, -0.043], [0.003, 0.024, -0.006], [-0.012, 0.054, -0.007]], "lowdin_charge": [0.1264, -0.1479, -0.1954, -0.1661, -0.0988, -0.1274, 0.0374, 0.0128, -0.2310, -0.0405, -0.2618, -0.1320, -0.0050, -0.6503, 0.1787, 0.1765, 0.1635, -0.6046, 0.8933, -0.7499, -0.1281, 0.8754, -0.3394, 0.1034, 0.0427, -0.3722, 0.0611, -0.5704, 0.1645, 0.2247, 0.0393, 0.1311, 0.0757, 0.1268, 0.0915, 0.1370, 0.1176, 0.1383, 0.0900, 0.1163, 0.1024, 0.0884, 0.0809, 0.0787, 0.0788, 0.1176, 0.1092, 0.0884, 0.0571, 0.0472, 0.0622, 0.0891, 0.1512, 0.1141, 0.1044, 0.1135, 0.1315, 0.1179, -0.0750, -0.2715, -0.1660, -0.2785, -0.0805, 0.0867, 0.0639, 0.0673, 0.1206, 0.1093, 0.1098, 0.1220, 0.0593, 0.0606, 0.0859, -0.0942, -0.2765, -0.1573, -0.2842, -0.0773, 0.0170, 0.0785, 0.0669, 0.1199, 0.1103, 0.1010, 0.1189, 0.0666, 0.0770, 0.0849, -0.0782, -0.2858, -0.1780, -0.2779, -0.0724, 0.0695, 0.0833, 0.0717, 0.1056, 0.1073, 0.1110, 0.1142, 0.0708, 0.0835, 0.0697, -0.0809, -0.2836, -0.1561, -0.2785, -0.0797, 0.0825, 0.0751, 0.0618, 0.1186, 0.1055, 0.1073, 0.1184, 0.0526, 0.0735, 0.0888, -0.0747, -0.2910, -0.1742, -0.2776, -0.0775, 0.0756, 0.0772, 0.0700, 0.1075, 0.1074, 0.1095, 0.1188, 0.0671, 0.0793, 0.0817]}